[1]
A 8-piece molecular cluster, C5H27N2O8 overall at a distorted geometry. Source: the OMol25 dataset; level of theory: ωB97M-V/def2-TZVPD.

ORCA input file:
```
! wB97M-V def2-TZVPD RIJCOSX def2/J DEFGRID3
* xyz 0 2
C 0.273 1.053 -1.295
O -1.033 1.659 -1.311
C 0.155 -0.202 -0.466
C 1.529 -0.784 -0.101
C 2.718 0.125 -0.060
C 3.829 -0.020 -0.767
N 2.512 1.089 0.949
N -0.532 0.157 0.846
H 0.961 1.731 -0.790
H 0.604 0.782 -2.297
H -1.111 2.312 -2.047
H -0.400 -1.066 -0.801
H 1.668 -1.593 -0.833
H 1.580 -1.395 0.810
H 3.917 -0.645 -1.645
H 4.684 0.638 -0.646
H 2.413 0.767 1.897
H 3.082 1.915 0.869
H 0.032 0.802 1.407
H -1.014 -0.603 1.333
H -1.360 0.747 0.623
H -2.998 2.746 1.375
H -1.696 2.695 0.532
O -2.132 2.316 1.326
H -2.322 -2.580 0.899
H -2.655 -2.208 2.488
O -2.575 -1.939 1.570
H -1.705 -1.741 -2.669
H -0.244 -1.451 -3.137
O -0.793 -2.115 -2.708
H -0.788 0.081 4.196
H -1.799 0.773 3.148
O -1.477 -0.047 3.543
H 1.637 -4.546 -2.326
H 0.545 -3.505 -2.679
O 1.280 -3.687 -2.082
H -3.251 -0.091 -2.897
H -2.313 0.170 -1.656
O -2.866 -0.492 -2.110
H 1.144 2.820 1.991
H -0.084 2.985 2.902
O 0.585 2.348 2.618
*
```

Relative energy (zero: lowest compared OMol25 entry of this formula, charge and spin): 37.0 kcal per mole
Orbital gap (spin up / spin down): 3.08 / 9.42 eV
Expectation value of S²: 0.750

=====

[2]
A 10-piece molecular cluster, C5H27NO11 overall at a distorted geometry. Source: the OMol25 dataset; level of theory: ωB97M-V/def2-TZVPD.

ORCA input file:
```
! wB97M-V def2-TZVPD RIJCOSX def2/J DEFGRID3
* xyz 0 1
C 1.536 -0.523 -1.892
C 0.824 0.058 -0.621
C 1.306 -0.772 0.579
O 2.401 -0.511 1.111
N -0.633 -0.218 -0.821
C -1.698 0.618 -0.413
C -1.077 -1.539 -0.742
O -0.399 -2.524 -0.898
H 2.173 0.197 -2.326
H 2.260 -1.323 -1.629
H 0.741 -0.733 -2.570
H 0.932 1.059 -0.533
H 0.843 -1.590 0.883
H -2.633 0.323 -1.155
H -2.010 0.691 0.638
H -1.439 1.688 -0.677
H -2.199 -1.835 -0.546
O 0.398 2.958 -1.561
H 0.060 2.314 -2.198
H 1.198 2.666 -1.105
O -1.518 -1.305 1.991
H -1.209 -2.313 2.116
H -1.260 -1.220 2.981
O 2.571 2.245 0.630
H 2.597 2.427 1.622
H 2.795 1.262 0.644
O -0.865 -0.304 -4.225
H -1.076 -0.976 -3.570
H -1.753 0.037 -4.317
O -0.796 4.101 0.322
H -1.039 3.379 -0.219
H -0.241 4.814 -0.111
O 0.224 2.838 2.679
H 0.002 2.889 1.725
H 0.431 3.879 2.678
O -1.282 1.005 4.346
H -2.090 1.537 3.966
H -0.635 1.526 3.807
O 1.732 -4.896 -0.597
H 1.330 -4.029 -0.300
H 1.612 -4.916 -1.622
O -0.745 -4.249 0.981
H -0.990 -5.113 0.630
H -0.379 -3.621 0.318
*
```

Relative energy (zero: lowest compared OMol25 entry of this formula, charge and spin): 100.9 kcal per mole
Orbital gap: 10.05 eV
SMILES: C[C@H](C=O)N(C)C=O.O.O.O.O.O.O.O.O.O

=====

[3]
A 8-piece molecular cluster, C5H27NO7 overall at a distorted geometry. Source: the OMol25 dataset; level of theory: ωB97M-V/def2-TZVPD.

ORCA input file:
```
! wB97M-V def2-TZVPD RIJCOSX def2/J DEFGRID3
* xyz 0 1
C -0.706 1.231 2.359
C 0.377 0.196 2.449
N 1.192 0.163 1.142
C 2.092 1.310 1.112
C 1.929 -1.126 1.159
C 2.168 -1.651 -0.248
H -1.211 1.444 3.311
H -0.342 2.175 1.965
H -1.585 0.891 1.821
H 1.055 0.161 3.305
H -0.027 -0.805 2.299
H 2.936 1.187 0.433
H 2.399 1.741 2.078
H 1.510 2.161 0.717
H 1.396 -1.901 1.684
H 2.895 -0.923 1.633
H 2.815 -1.097 -0.909
H 2.591 -2.663 -0.201
H 1.211 -1.901 -0.716
O 0.357 3.852 0.305
H 0.658 4.493 0.953
H -0.603 3.806 0.365
O -0.610 -1.064 -2.752
H -0.671 -0.104 -2.898
H -0.010 -1.123 -2.008
O 0.279 1.315 -3.702
H -0.165 2.176 -3.674
H 0.641 1.394 -4.591
O -3.085 -2.097 -1.621
H -2.816 -1.216 -1.918
H -2.522 -2.725 -2.087
O -2.305 -0.440 0.470
H -2.015 0.206 -0.187
H -2.656 -1.207 -0.002
O -0.827 1.018 -1.030
H -0.243 0.552 -0.387
H -0.210 1.588 -1.496
O -1.720 -3.957 0.152
H -2.053 -3.172 -0.308
H -2.119 -3.889 1.023
*
```

Relative energy (zero: lowest compared OMol25 entry of this formula, charge and spin): 50.1 kcal per mole
Orbital gap: 8.99 eV
SMILES: CCN(C)CC.O.O.O.O.O.O.O

=====

Calculated calculated total energy (eV), listed in the same order as above: -24980.11039, -29632.55195, -21444.78007